C32H22AsBiBrN4O7S | ωB97M-V/def2-TZVPD

Geometry (Å):
Bi (0.56, 0.12, 0.07)
Br (-4.57, -0.99, 5.73)
As (-0.72, -2.63, 1.11)
S (0.38, -2.72, -1.99)
O (0.75, -3.36, -3.22)
O (2.44, 1.35, 1.43)
O (-1.81, -3.78, 1.47)
O (-0.17, -2.09, 2.76)
O (0.54, -1.24, -2.04)
O (-1.25, -1.08, 0.58)
O (-0.89, -3.11, -1.40)
N (-0.23, 1.56, 1.93)
N (2.27, 1.13, -1.60)
N (-0.05, 2.83, 7.14)
N (1.00, 3.03, 6.49)
C (-0.45, 2.54, -3.58)
C (0.66, 1.90, 2.89)
C (3.45, 0.61, -4.03)
C (-1.13, 2.80, 4.21)
C (-1.81, 2.79, -3.51)
C (-2.39, 2.29, 7.02)
C (2.08, 1.74, 2.57)
C (2.06, -3.28, 1.62)
C (-1.52, 1.76, 2.11)
C (2.87, -3.38, -1.05)
C (-3.43, 1.42, 6.73)
C (0.19, 1.82, -2.57)
C (1.54, -3.16, -0.72)
C (-1.08, 1.98, 6.68)
C (3.50, 0.62, -1.65)
C (-3.15, 0.21, 6.12)
C (-2.55, 2.29, -2.45)
C (1.20, 2.68, 5.16)
C (3.39, -3.53, 1.29)
C (-2.01, 2.44, 3.22)
C (-1.91, 1.60, -1.43)
C (3.80, -3.56, -0.04)
C (2.17, 1.13, -3.97)
C (-0.82, 0.75, 6.06)
C (-1.85, -0.14, 5.79)
C (2.99, 2.08, 3.60)
C (1.12, -3.08, 0.61)
C (-0.54, 1.40, -1.44)
C (1.60, 1.38, -2.73)
C (0.23, 2.44, 4.13)
C (4.14, 0.35, -2.85)
C (2.55, 2.54, 4.82)
H (-2.59, 3.24, 7.51)
H (4.11, -3.68, 2.08)
H (-1.64, -1.09, 5.32)
H (-3.62, 2.43, -2.42)
H (-4.45, 1.67, 6.99)
H (3.16, -3.40, -2.10)
H (-2.19, 1.38, 1.34)
H (3.97, 0.43, -0.69)
H (4.04, 1.97, 3.39)
H (1.75, -3.22, 2.65)
H (1.60, 1.30, -4.88)
H (-0.95, -2.20, 3.31)
H (-2.51, 1.17, -0.63)
H (-3.06, 2.67, 3.30)
H (3.90, 0.38, -4.98)
H (-1.49, 3.37, 5.06)
H (5.13, -0.07, -2.86)
H (0.19, 0.49, 5.79)
H (3.26, 2.77, 5.61)
H (4.84, -3.73, -0.28)
H (0.12, 2.91, -4.42)
H (-2.29, 3.36, -4.30)

* total charge: -1
* energy: -201391.70562 eV
* E_LUMO: 0.069 hartree
* molecular weight: 970.42 Da
* 2S+1: 1

C32H22BrF4IN2O2PPd | ωB97M-V/def2-TZVPD

Geometry (Å):
I (0.45, -0.05, 3.37)
Pd (0.19, 0.36, 0.80)
Br (2.63, 0.00, -0.90)
P (-0.25, -1.76, 0.14)
F (4.03, -1.64, -2.88)
F (-0.28, -4.39, -1.16)
F (3.53, -4.09, -3.82)
F (1.37, -5.48, -2.94)
O (1.51, 5.67, -0.53)
O (-0.66, 0.81, -0.96)
N (-0.89, 3.12, -3.63)
N (0.57, 2.33, 1.26)
C (0.12, -4.94, 3.42)
C (-1.32, 0.74, -3.63)
C (1.20, 1.88, 3.58)
C (-0.20, 3.17, -0.92)
C (1.86, 3.95, 2.61)
C (0.21, 5.69, -1.12)
C (-4.23, -1.31, -0.21)
C (1.20, -4.15, 3.07)
C (-0.53, 4.27, -3.02)
C (-1.25, -3.82, 1.78)
C (-1.10, -4.78, 2.78)
C (1.61, -4.25, -2.50)
C (0.19, 3.27, 0.45)
C (-1.90, -1.81, -0.57)
C (-2.19, -2.25, -1.85)
C (-0.16, -3.02, 1.44)
C (2.09, -1.69, -1.54)
C (2.44, 4.31, 3.81)
C (1.78, 2.23, 4.79)
C (1.06, -3.19, 2.08)
C (0.75, -3.66, -1.58)
C (2.95, -2.27, -2.46)
C (-4.52, -1.76, -1.49)
C (-3.50, -2.22, -2.31)
C (-0.91, 2.01, -2.94)
C (1.18, 2.73, 2.48)
C (-0.56, 1.97, -1.55)
C (-2.93, -1.32, 0.25)
C (2.39, 3.47, 4.91)
C (0.94, -2.37, -1.10)
C (2.71, -3.55, -2.95)
C (-0.20, 4.36, -1.70)
H (-2.14, 0.27, -3.09)
H (-0.47, 6.01, -0.33)
H (-1.41, -2.59, -2.51)
H (1.92, -2.58, 1.80)
H (2.86, 3.75, 5.84)
H (2.16, 5.56, -1.24)
H (-3.72, -2.56, -3.31)
H (-0.49, 0.03, -3.65)
H (2.16, -4.29, 3.56)
H (-2.70, -0.95, 1.24)
H (0.15, 6.45, -1.91)
H (-2.19, -3.72, 1.27)
H (2.95, 5.26, 3.87)
H (-5.02, -0.93, 0.42)
H (1.95, 4.60, 1.75)
H (0.24, 4.29, 0.83)
H (-1.94, -5.40, 3.05)
H (-5.54, -1.74, -1.86)
H (-1.62, 0.97, -4.65)
H (-0.51, 5.15, -3.65)
H (0.22, -5.69, 4.19)
H (1.78, 1.54, 5.62)

* total charge: +1
* energy: -142392.40456 eV
* relative energy (zero: lowest compared OMol25 entry of this formula, charge and spin): 3.1 kcal per mole
* E_LUMO: -0.139 hartree
* molecular weight: 886.73 Da
* 2S+1: 1

C32H22ClCoNO9PS | ωB97M-V/def2-TZVPD

Geometry (Å):
Co (-0.96, 0.54, 0.53)
Cl (-2.62, 1.48, 7.43)
S (-1.46, -1.60, -1.83)
P (1.66, -2.28, -0.97)
O (-0.89, 2.31, 1.41)
O (-1.13, -1.24, -0.42)
O (-1.83, 2.28, -3.34)
O (-2.88, -1.70, -2.08)
O (-2.19, -0.15, 1.82)
O (-2.27, 1.56, -1.27)
O (0.86, 0.07, 1.56)
O (-0.73, -0.80, -2.80)
O (3.08, 0.12, 1.16)
N (0.34, 1.19, -0.77)
C (4.35, -1.87, -1.44)
C (1.90, 0.34, 0.89)
C (-2.95, -0.54, 3.99)
C (1.40, -3.65, 2.84)
C (3.19, -2.46, -1.96)
C (-1.66, -4.23, -2.46)
C (-1.20, -5.53, -2.65)
C (3.22, -2.98, -3.25)
C (-1.84, 1.86, 4.86)
C (0.11, -5.85, -2.35)
C (-1.12, 2.44, 2.62)
C (-0.80, -3.25, -1.99)
C (0.94, 2.13, -2.87)
C (-2.26, 0.26, 3.02)
C (1.20, -2.98, 1.64)
C (5.51, -1.83, -2.19)
C (-3.05, -0.17, 5.30)
C (-1.47, 1.83, -2.13)
C (1.62, 1.00, -0.47)
C (2.08, -3.19, 0.58)
C (2.63, 1.37, -1.35)
C (4.39, -2.93, -4.01)
C (-1.72, 1.49, 3.50)
C (3.35, -4.71, 1.95)
C (0.97, -4.87, -1.87)
C (0.00, 1.73, -1.94)
C (-2.48, 1.04, 5.74)
C (2.47, -4.51, 3.00)
C (2.28, 1.94, -2.56)
C (5.54, -2.36, -3.48)
C (3.16, -4.05, 0.74)
C (0.53, -3.55, -1.69)
H (0.47, -6.86, -2.48)
H (3.86, -4.21, -0.07)
H (4.20, -5.37, 2.07)
H (4.32, -1.42, -0.46)
H (-3.38, -1.47, 3.64)
H (2.63, -5.02, 3.94)
H (3.05, 2.22, -3.27)
H (-1.88, -6.29, -3.01)
H (6.45, -2.32, -4.06)
H (4.40, -3.33, -5.01)
H (0.71, -3.47, 3.67)
H (2.33, -3.42, -3.68)
H (-1.42, 2.80, 5.19)
H (1.99, -5.12, -1.62)
H (0.38, -2.29, 1.53)
H (3.65, 1.18, -1.05)
H (-2.68, -3.96, -2.67)
H (6.40, -1.37, -1.77)
H (-3.56, -0.80, 6.01)
H (-2.79, 2.22, -3.38)
H (-0.86, 3.41, 3.07)
H (0.63, 2.55, -3.81)

* total charge: -1
* energy: -123737.76084 eV
* relative energy (zero: lowest compared OMol25 entry of this formula, charge and spin): 0.0 kcal per mole
* E_LUMO (spin up / spin down): 0.089 / 0.090 hartree
* expectation value of S²: 0.82
* molecular weight: 721.95 Da
* 2S+1: 2

C32H22CoN5O8 | ωB97M-V/def2-TZVPD

Geometry (Å):
Co (-1.22, 0.62, -0.28)
O (-1.23, -1.09, -1.06)
O (-0.27, -1.62, 3.07)
O (-5.64, -4.53, 3.86)
O (-5.23, -0.13, -0.46)
O (-6.92, -3.56, 2.42)
O (-3.17, 0.69, -0.25)
O (-1.01, -3.30, 4.20)
O (-1.13, 2.24, 1.01)
N (-5.86, -3.71, 2.99)
N (5.37, 4.32, -2.37)
N (-1.15, -2.39, 3.41)
N (1.48, -0.28, -0.28)
N (0.61, 0.55, 0.08)
C (1.14, -1.41, -0.96)
C (-4.11, -0.12, 0.02)
C (-4.72, -2.87, 2.55)
C (2.94, 3.45, -2.34)
C (2.46, 1.91, 1.03)
C (4.28, 3.93, -2.36)
C (-2.19, 2.92, 1.68)
C (-1.04, 1.91, -2.05)
C (-0.39, -3.14, -1.78)
C (1.90, 3.89, 2.27)
C (1.33, 1.71, -2.82)
C (1.91, 4.22, -1.79)
C (-2.62, -1.30, 1.76)
C (2.85, 3.03, 1.75)
C (0.62, 3.73, -1.74)
C (4.63, -2.68, -1.54)
C (0.17, 2.54, 1.33)
C (-3.85, -1.14, 1.14)
C (3.59, -1.86, -1.17)
C (2.25, -2.26, -1.33)
C (1.12, 1.66, 0.82)
C (3.08, -4.36, -2.26)
C (0.28, 2.44, -2.22)
C (0.54, 3.65, 2.06)
C (4.38, -3.95, -2.08)
C (-2.47, -2.24, 2.76)
C (-0.19, -1.81, -1.24)
C (-4.91, -1.94, 1.55)
C (2.00, -3.53, -1.89)
C (-3.50, -3.05, 3.18)
C (2.62, 2.19, -2.86)
C (0.64, -3.94, -2.08)
H (-2.11, 2.78, 2.75)
H (-3.10, 2.47, 1.29)
H (3.41, 1.58, -3.30)
H (-0.20, 4.33, 2.46)
H (1.11, 0.72, -3.22)
H (-1.35, 1.15, -2.77)
H (5.20, -4.59, -2.37)
H (-1.81, 2.65, -1.85)
H (-5.87, -1.83, 1.06)
H (-1.42, -3.45, -1.94)
H (5.65, -2.34, -1.41)
H (3.19, 1.23, 0.61)
H (-1.76, -0.70, 1.49)
H (-0.16, 4.35, -1.30)
H (-3.37, -3.78, 3.97)
H (2.86, -5.33, -2.68)
H (3.79, -0.88, -0.76)
H (2.20, 4.76, 2.83)
H (-2.17, 3.98, 1.43)
H (0.46, -4.93, -2.50)
H (3.90, 3.23, 1.90)
H (2.14, 5.20, -1.40)

* total charge: -1
* energy: -94995.45291 eV
* relative energy (zero: lowest compared OMol25 entry of this formula, charge and spin): 0.0 kcal per mole
* E_LUMO (spin up / spin down): 0.045 / 0.045 hartree
* expectation value of S²: 0.83
* molecular weight: 663.49 Da
* 2S+1: 2